# 1
C11H20I2N3OTl | ωB97M-V with the def2-TZVPD basis set

Calculated values
- Frontier orbital gap: 2.996 eV
- Energy relative to the best compared isomer or geometry (same formula, charge and spin): 304.5 kJ/mol
- DFT total energy: -39138.1096 eV
- Total charge: -2

Each line ends with the Löwdin charge.
Atoms and positions in Å:
C 1.47 2.35 -1.21  -0.23
I 2.70 -0.51 0.08  0.08
H 1.31 3.29 -1.75  0.06
H 1.88 1.58 -1.89  0.02
H 2.21 2.50 -0.42  0.05
C -0.38 -1.94 -3.95  -0.05
C -0.17 -0.57 -2.20  -0.34
N -0.08 -1.85 -2.57  -0.13
H -0.93 -0.32 -5.34  0.10
I -2.73 -0.18 -0.11  0.05
N -0.54 0.16 -3.26  -0.10
H -0.37 -2.88 -4.46  0.10
Tl -0.02 -0.09 -0.11  -0.23
C 0.22 2.04 -0.60  -0.66
O -0.71 2.71 -0.27  -0.08
C -0.65 -0.70 -4.37  -0.06
C -0.87 1.55 -3.31  -0.04
H -1.44 1.75 -4.23  0.09
H 0.03 2.19 -3.32  0.09
H -1.50 1.81 -2.45  0.07
C 0.10 -2.99 -1.74  -0.07
H 0.64 -3.78 -2.28  0.09
H -0.87 -3.39 -1.40  0.10
H 0.70 -2.71 -0.86  0.03
C 1.26 -0.73 3.81  -0.13
C 0.00 0.00 3.36  -0.78
C -1.26 -0.73 3.81  -0.12
C 0.00 1.46 3.81  -0.10
N 0.00 -0.01 1.85  -0.31
H 1.28 -0.74 4.91  0.04
H 2.16 -0.22 3.45  0.04
H 1.27 -1.76 3.45  0.06
H -1.29 -0.74 4.91  0.04
H -2.16 -0.22 3.44  0.05
H -1.27 -1.76 3.44  0.06
H 0.89 1.98 3.44  0.07
H -0.89 1.98 3.44  0.07
H 0.00 1.49 4.91  0.05


# 2
C11H20N2O | ωB97M-V with the def2-TZVPD basis set

Calculated values
- Frontier orbital gap: 9.609 eV
- Energy relative to the best compared isomer or geometry (same formula, charge and spin): 337.1 kJ/mol
- DFT total energy: -16755.7351 eV
- Structure (SMILES): CC(C)(C)c1cc(=O)[nH]n1C(C)(C)C
- Total charge: 0

Each line ends with the natural charge from an NBO analysis.
Atoms and positions in Å:
C -1.03 1.32 -1.37  -0.41
C -0.53 0.90 -0.23  0.34
C -0.07 1.13 -2.46  0.64
C -1.73 2.51 1.13  -0.59
C 0.17 1.27 2.10  -0.62
C -2.11 0.10 1.61  -0.60
C 1.06 -1.85 0.91  -0.64
C 0.05 -1.97 -1.42  -0.67
C 2.49 -1.75 -1.11  -0.62
C -1.02 1.14 1.18  -0.17
C 1.05 -1.34 -0.54  0.10
N 1.05 0.43 -1.99  -0.51
N 0.97 0.16 -0.60  -0.30
O -0.14 1.49 -3.61  -0.59
H -1.87 1.94 -1.39  0.24
H -2.27 2.85 2.06  0.22
H -0.95 3.23 0.91  0.22
H -2.56 2.37 0.50  0.20
H 0.12 2.09 3.09  0.22
H 0.99 1.55 1.45  0.24
H 0.55 0.23 2.38  0.23
H -2.90 -0.09 0.81  0.22
H -2.62 0.51 2.51  0.22
H -1.66 -0.87 1.91  0.21
H 1.59 -2.81 0.78  0.22
H 1.81 -1.42 1.53  0.23
H 0.08 -2.10 1.32  0.22
H -0.09 -1.48 -2.48  0.25
H -1.02 -2.15 -1.04  0.22
H 0.39 -2.94 -1.78  0.22
H 2.44 -1.34 -2.16  0.22
H 3.29 -1.22 -0.48  0.22
H 2.60 -2.80 -1.17  0.21
H 1.88 0.88 -2.33  0.40


# 3
C11H20N2O3 | ωB97M-V with the def2-TZVPD basis set

Calculated values
- Frontier orbital gap: 10.092 eV
- Energy relative to the best compared isomer or geometry (same formula, charge and spin): 26.7 kJ/mol
- DFT total energy: -20855.2212 eV
- Structure (SMILES): CC(C)C[C@H](NC(=O)[C@@H]1CCCN1)C(=O)O
- Total charge: 0

Each line ends with the natural charge from an NBO analysis.
Atoms and positions in Å:
C -0.83 -0.59 2.49  -0.15
C -0.08 -0.04 1.28  0.68
C 0.13 -1.22 3.49  -0.40
C -0.01 -2.72 3.21  -0.42
C -1.51 -2.82 2.89  -0.22
C 0.14 -0.20 -1.24  -0.15
C 1.64 -0.62 -1.38  0.78
C -0.20 1.28 -1.50  -0.40
C 0.13 1.73 -2.93  -0.22
C -0.69 3.00 -3.16  -0.60
C 1.63 1.95 -3.19  -0.61
H -2.79 -1.24 2.41  0.38
H -1.34 0.28 2.97  0.22
H -0.16 -0.98 4.48  0.21
H 1.12 -0.84 3.37  0.24
H 0.61 -2.97 2.37  0.21
H 0.29 -3.38 4.09  0.23
H -1.81 -3.74 2.33  0.20
H -2.08 -2.86 3.81  0.18
H -1.06 -1.41 0.21  0.44
H -0.37 -0.79 -2.00  0.23
H 0.22 1.94 -0.74  0.23
H -1.30 1.36 -1.41  0.21
H -0.22 0.93 -3.58  0.19
H -0.67 3.35 -4.21  0.21
H -0.26 3.80 -2.52  0.20
H -1.72 2.89 -2.85  0.20
H 2.21 1.04 -3.03  0.23
H 1.83 2.35 -4.18  0.21
H 2.01 2.72 -2.50  0.20
H 2.05 0.54 0.11  0.51
N -1.83 -1.58 2.14  -0.65
N -0.40 -0.63 0.09  -0.62
O 0.79 0.85 1.47  -0.69
O 2.01 -1.37 -2.23  -0.57
O 2.54 -0.03 -0.55  -0.69


# 4
C11H20N2O3 | ωB97M-V with the def2-TZVPD basis set

Calculated values
- Frontier orbital gap: 9.808 eV
- Energy relative to the best compared isomer or geometry (same formula, charge and spin): 410.1 kJ/mol
- DFT total energy: -20851.2476 eV
- Structure (SMILES): CC[C@H](C)[C@H](N)C(=O)N1CCC[C@H]1C(=O)O
- Total charge: 0

Each line ends with the natural charge from an NBO analysis.
Atoms and positions in Å:
C -0.18 -1.56 -1.16  -0.15
C -0.91 -0.92 0.04  0.73
C 1.32 -1.46 -1.06  -0.23
C 1.87 -2.72 -0.52  -0.60
C 2.06 -1.07 -2.38  -0.37
C 2.14 0.45 -2.64  -0.62
C -0.28 1.29 1.04  -0.13
C 0.43 0.58 2.36  0.80
C -1.29 2.30 1.41  -0.41
C -2.20 2.52 0.13  -0.42
C -1.72 1.47 -0.86  -0.22
H -1.41 -1.20 -2.79  0.35
H -0.97 -0.12 -1.93  0.35
H -0.48 -2.55 -1.26  0.20
H 1.60 -0.71 -0.29  0.20
H 1.57 -3.66 -1.04  0.20
H 1.33 -2.89 0.41  0.21
H 2.91 -2.74 -0.29  0.22
H 1.58 -1.59 -3.21  0.21
H 3.05 -1.53 -2.36  0.19
H 2.45 0.72 -3.65  0.21
H 2.66 0.82 -1.79  0.20
H 1.06 0.75 -2.51  0.21
H 0.73 1.88 0.87  0.21
H -1.01 3.29 1.78  0.22
H -1.97 1.86 2.13  0.22
H -3.21 2.48 0.38  0.21
H -2.07 3.54 -0.12  0.22
H -0.84 1.91 -1.53  0.21
H -2.35 0.94 -1.57  0.22
H 0.15 0.09 4.04  0.49
N -0.59 -0.84 -2.41  -0.79
N -0.76 0.51 -0.09  -0.58
O -1.55 -1.52 0.90  -0.52
O 1.62 0.70 2.54  -0.59
O -0.42 0.28 3.32  -0.65


# 5
C11H20N2O5 | ωB97M-V with the def2-TZVPD basis set

Calculated values
- Frontier orbital gap: 9.396 eV
- Energy relative to the best compared isomer or geometry (same formula, charge and spin): 352.7 kJ/mol
- DFT total energy: -24947.2598 eV
- Structure (SMILES): CC[C@H](C)[C@H](N)C(=O)N[C@@H](CCC(=O)O)C(=O)O
- Total charge: 0

Each line ends with the natural charge from an NBO analysis.
Atoms and positions in Å:
C 0.27 -1.11 1.21  -0.12
C -0.38 -1.20 -0.34  0.73
C -0.88 -0.53 1.96  -0.21
C -1.45 0.93 1.66  -0.62
C -1.91 -1.70 2.46  -0.38
C -2.72 -1.78 3.86  -0.61
C 0.22 -0.18 -2.40  -0.16
C 1.58 -0.95 -2.44  0.78
C 0.33 1.15 -3.18  -0.41
C 0.51 2.55 -2.50  -0.51
C 1.91 2.60 -1.76  0.78
H 2.15 -0.72 1.06  0.36
H 1.49 -0.04 2.27  0.35
H 0.66 -2.07 1.43  0.20
H -0.35 -0.40 2.91  0.17
H -2.21 1.01 2.44  0.21
H -0.62 1.53 1.88  0.22
H -2.01 1.12 0.71  0.22
H -1.38 -2.60 2.26  0.20
H -2.71 -1.60 1.73  0.19
H -2.08 -1.77 4.80  0.20
H -3.25 -0.81 3.80  0.20
H -3.37 -2.62 3.81  0.22
H 0.32 0.52 -0.40  0.44
H -0.59 -0.69 -2.94  0.26
H 1.14 0.90 -3.90  0.24
H -0.53 1.29 -3.93  0.22
H 0.51 3.35 -3.24  0.24
H -0.12 2.89 -1.62  0.25
H 3.62 3.03 -1.79  0.50
H 2.47 -2.24 -1.51  0.50
N 1.35 -0.15 1.33  -0.82
N -0.12 -0.05 -1.07  -0.69
O -0.76 -2.28 -0.78  -0.63
O 2.15 -1.20 -3.41  -0.57
O 2.06 2.31 -0.59  -0.62
O 2.89 3.12 -2.47  -0.66
O 1.81 -1.61 -1.31  -0.68


# 6
C11H20N2O8S | ωB97M-V with the def2-TZVPD basis set

Calculated values
- Frontier orbital gap: 9.190 eV
- Energy relative to the best compared isomer or geometry (same formula, charge and spin): 6.5 kJ/mol
- DFT total energy: -41923.3984 eV
- Structure (SMILES): CSCC[C@@H](C(=O)O)N(CC(=O)[C@@H](O)[C@H](O)[C@H](O)CO)N=O
- Total charge: 0

Each line ends with the natural charge from an NBO analysis.
Atoms and positions in Å:
O 0.68 -1.45 -1.45  -0.39
O -1.94 0.15 2.45  -0.57
O 0.97 2.08 -2.05  -0.51
N 0.64 -1.59 -0.25  0.26
O -0.33 1.74 2.36  -0.69
O -1.70 -0.98 -4.98  -0.76
O -1.75 2.14 -0.05  -0.75
O -2.49 1.51 -4.80  -0.75
O -3.25 1.94 -2.27  -0.76
S 3.72 -1.70 4.16  0.17
C -0.76 0.46 2.32  0.78
C 0.41 1.46 -1.15  0.59
N 0.71 -0.48 0.53  -0.26
C 3.01 -3.15 5.05  -0.72
C 1.27 0.83 0.00  -0.37
C 2.64 -1.50 2.69  -0.53
C 1.51 -0.47 2.90  -0.43
C -1.54 -0.30 -3.71  -0.10
C 0.28 -0.62 1.97  -0.14
C -1.16 1.40 -1.14  -0.01
C -1.49 1.23 -3.81  0.05
C -1.81 1.98 -2.48  0.08
H -1.10 2.29 2.16  0.53
H -1.84 -1.92 -4.84  0.49
H -2.72 2.09 -0.10  0.51
H -2.47 0.75 -5.42  0.50
H -3.67 2.12 -3.13  0.50
H 3.77 -3.61 5.63  0.23
H 2.18 -2.85 5.70  0.21
H 2.66 -3.90 4.31  0.22
H 2.22 0.57 -0.48  0.25
H 1.46 1.56 0.79  0.27
H 3.24 -1.22 1.82  0.23
H 2.20 -2.49 2.44  0.22
H 1.91 0.55 2.81  0.22
H 1.14 -0.62 3.96  0.23
H -0.59 -0.66 -3.32  0.19
H -2.39 -0.63 -3.02  0.17
H -0.16 -1.62 2.17  0.26
H -1.44 0.34 -1.01  0.20
H -0.49 1.54 -4.15  0.19
H -1.53 3.03 -2.63  0.19